(1)
The following is a quantum chemistry calculation of C42H46BBr4GeHfO7P as an isolated structure, from OMol25.

CARTESIAN COORDINATES (ANGSTROEM)
1 Hf 0.28 0.20 -0.40
2 C 2.14 4.44 -0.98
3 C 1.15 3.72 -0.07
4 C 1.59 3.89 1.37
5 C -0.24 4.30 -0.27
6 O 1.14 2.29 -0.38
7 Ge 2.30 1.66 -1.82
8 O 0.64 0.85 -2.45
9 C 0.34 0.63 -3.86
10 C 1.58 0.93 -4.69
11 C -0.08 -0.82 -4.05
12 C -0.79 1.58 -4.25
13 O 2.30 0.05 -0.65
14 C 3.46 -0.81 -0.44
15 C 2.95 -2.24 -0.28
16 C 4.36 -0.74 -1.67
17 C 4.20 -0.29 0.78
18 H 2.14 5.50 -0.74
19 H 1.85 4.34 -2.04
20 H 3.15 4.06 -0.85
21 H 1.70 4.95 1.61
22 H 2.56 3.39 1.53
23 H 0.85 3.45 2.03
24 H -0.19 5.38 -0.21
25 H -0.92 3.94 0.49
26 H -0.63 4.03 -1.26
27 H 2.41 0.29 -4.40
28 H 1.88 1.97 -4.59
29 H 1.36 0.74 -5.74
30 H 0.67 -1.49 -3.64
31 H -0.20 -1.04 -5.11
32 H -1.03 -1.02 -3.55
33 H -0.52 2.61 -4.01
34 H -1.70 1.32 -3.72
35 H -0.98 1.50 -5.32
36 H 2.52 -2.58 -1.23
37 H 2.17 -2.27 0.48
38 H 3.75 -2.91 0.00
39 H 3.79 -0.99 -2.57
40 H 5.18 -1.44 -1.56
41 H 4.78 0.26 -1.79
42 H 3.55 -0.29 1.66
43 H 4.52 0.74 0.59
44 H 5.08 -0.90 0.99
45 Br -4.12 -5.00 -1.78
46 C -3.35 -3.45 -1.06
47 C -4.09 -2.64 -0.19
48 Br -5.87 -3.09 0.25
49 C -3.51 -1.51 0.37
50 Br -4.45 -0.40 1.56
51 C -2.20 -1.21 0.07
52 O -1.49 -0.11 0.59
53 C -1.46 -1.97 -0.84
54 O -0.20 -1.58 -1.08
55 C -2.04 -3.10 -1.38
56 Br -0.98 -4.15 -2.53
57 O -2.32 1.10 -1.39
58 B -1.76 1.21 -0.09
59 O -2.44 2.19 0.65
60 C -3.34 2.74 -0.22
61 C -4.20 3.79 0.00
62 C -5.03 4.15 -1.06
63 C -4.97 3.49 -2.28
64 C -4.09 2.44 -2.50
65 C -3.28 2.08 -1.44
66 H -4.24 4.29 0.96
67 H -5.73 4.97 -0.92
68 H -5.63 3.80 -3.08
69 H -4.05 1.91 -3.44
70 C 3.54 -2.47 5.55
71 C 2.53 -1.61 5.96
72 C 1.69 -1.02 5.03
73 C 1.84 -1.29 3.67
74 C 2.83 -2.18 3.27
75 C 3.68 -2.76 4.20
76 P 0.65 -0.63 2.40
77 C -0.02 0.81 3.31
78 C -1.38 1.10 3.42
79 C -1.81 2.19 4.16
80 C -0.90 3.00 4.81
81 C 0.46 2.72 4.71
82 C 0.89 1.65 3.96
83 C -0.56 -2.00 2.64
84 C -1.44 -2.05 3.71
85 C -2.26 -3.15 3.89
86 C -2.19 -4.23 3.03
87 C -1.28 -4.21 1.98
88 C -0.48 -3.10 1.78
89 H 4.21 -2.91 6.28
90 H 2.40 -1.38 7.01
91 H 0.90 -0.37 5.38
92 H 2.95 -2.44 2.23
93 H 4.45 -3.45 3.87
94 H -2.12 0.47 2.95
95 H -2.87 2.40 4.22
96 H -1.24 3.85 5.39
97 H 1.18 3.35 5.22
98 H 1.95 1.44 3.89
99 H -1.50 -1.22 4.41
100 H -2.95 -3.17 4.73
101 H -2.82 -5.10 3.18
102 H -1.21 -5.05 1.30
103 H 0.23 -3.10 0.96

Its total charge is +1. The value obtained for the gap between HOMO and LUMO (spin up / spin down) is 7.453 / 7.362 eV. The expectation value of S² is 0.7525. Its HOMO energy (spin up / spin down) is -9.9 / -10.9 eV. The energy relative to the best compared isomer or geometry (same formula, charge and spin) is 27.2 kcal per mole. As for the spin multiplicity: 2.

Löwdin population analysis, charges in e, atoms 1 to 6: 1.637 -0.093 -0.654 -0.014 -0.003 -0.415

=====

(2)
The following is a quantum chemistry calculation of a 3-piece molecular cluster, C3H12NO3 overall, from OMol25.

CARTESIAN COORDINATES (ANGSTROEM)
1 C -0.28 1.68 0.96
2 N 0.91 1.52 0.13
3 C 1.66 0.24 0.42
4 O 1.29 -0.83 -0.36
5 C -1.38 0.58 0.78
6 H -0.77 2.60 0.64
7 H -0.16 1.71 2.04
8 H 0.64 1.32 -0.83
9 H 2.68 0.55 0.11
10 H 1.54 -0.12 1.45
11 H -1.35 -0.07 -0.09
12 H -1.23 -0.21 1.53
13 H -2.35 1.08 0.69
14 H -0.06 -2.33 0.23
15 H -0.14 -2.80 -1.17
16 O -0.56 -2.95 -0.32
17 H 0.17 -0.69 -1.29
18 H -0.17 -0.91 -2.83
19 O -0.45 -0.37 -2.09

Its total charge is -1. The value obtained for the gap between HOMO and LUMO is 7.862 eV. Its HOMO energy is -3.7 eV. The energy relative to the best compared isomer or geometry (same formula, charge and spin) is 28.5 kcal per mole.

Löwdin population analysis, charges in e, atoms 1 to 6: -0.296 -0.074 -0.424 -0.337 -0.105 0.080

=====

(3)
The following is a quantum chemistry calculation of an isolated molecule of C20H23NO5, from OMol25.

CARTESIAN COORDINATES (ANGSTROEM)
1 C -6.25 -1.33 -0.81
2 C -4.97 -0.79 -0.20
3 O -4.00 -1.82 -0.29
4 C -2.69 -1.60 -0.01
5 C -1.83 -2.62 -0.42
6 C -0.47 -2.57 -0.21
7 C 0.09 -1.47 0.43
8 C 1.57 -1.29 0.70
9 C 2.45 -2.42 0.15
10 C 3.90 -2.20 0.49
11 O 4.36 -1.23 1.02
12 O 4.65 -3.25 0.12
13 N 1.99 -0.01 0.15
14 C 1.89 0.28 -1.16
15 O 1.41 -0.47 -1.98
16 C 2.39 1.68 -1.49
17 C 1.49 2.67 -0.81
18 C 0.21 2.88 -1.30
19 C -0.65 3.76 -0.66
20 C -0.24 4.44 0.47
21 C 1.04 4.24 0.96
22 C 1.90 3.36 0.33
23 C -0.76 -0.45 0.85
24 C -2.13 -0.49 0.65
25 O -2.97 0.51 1.08
26 C -2.43 1.61 1.76
27 H -7.03 -0.58 -0.75
28 H -6.57 -2.22 -0.27
29 H -6.09 -1.60 -1.85
30 H -5.13 -0.51 0.85
31 H -4.63 0.09 -0.75
32 H -2.28 -3.46 -0.93
33 H 0.14 -3.38 -0.56
34 H 1.72 -1.23 1.79
35 H 2.14 -3.39 0.55
36 H 2.35 -2.45 -0.93
37 H 5.58 -3.09 0.33
38 H 2.56 0.57 0.74
39 H 2.36 1.81 -2.57
40 H 3.42 1.79 -1.15
41 H -0.12 2.34 -2.17
42 H -1.65 3.91 -1.05
43 H -0.91 5.13 0.96
44 H 1.37 4.77 1.84
45 H 2.90 3.21 0.72
46 H -0.32 0.40 1.34
47 H -3.28 2.25 1.99
48 H -1.94 1.31 2.69
49 H -1.72 2.16 1.13

The value obtained for the gap between HOMO and LUMO is 8.422 eV. Its SMILES is CCOc1ccc([C@@H](CC(=O)O)NC(=O)Cc2ccccc2)cc1OC. Its HOMO energy is -7.8 eV. The energy relative to the best compared isomer or geometry (same formula, charge and spin) is 18.2 kcal per mole.

Löwdin population analysis, charges in e, atoms 1 to 6: -0.066 -0.251 -0.036 -0.191 0.012 -0.032

=====

(4)
The following is a quantum chemistry calculation of C15H13BrIO4Tl as an isolated structure, from OMol25.

CARTESIAN COORDINATES (ANGSTROEM)
1 Tl -2.06 2.54 0.46
2 C 0.51 -2.17 5.41
3 O -0.25 -2.99 4.55
4 C -0.90 -2.36 3.52
5 C -1.63 -3.22 2.67
6 C -2.30 -2.66 1.62
7 C -2.30 -1.28 1.32
8 C -3.05 -0.80 0.18
9 C -3.84 -1.73 -0.72
10 O -3.11 0.39 -0.17
11 C -1.54 -0.40 2.19
12 O -1.43 0.85 2.09
13 C -0.85 -1.02 3.29
14 H 0.95 -2.83 6.15
15 H -0.11 -1.42 5.91
16 H 1.31 -1.66 4.86
17 H -1.65 -4.28 2.87
18 H -2.85 -3.34 0.98
19 H -3.82 -2.79 -0.48
20 H -3.44 -1.59 -1.73
21 H -4.87 -1.38 -0.72
22 H -0.30 -0.34 3.92
23 Br 1.66 -0.12 -4.84
24 C 2.73 1.54 -4.40
25 C 3.83 1.68 -5.24
26 C 4.64 2.79 -5.03
27 C 4.31 3.69 -4.01
28 C 3.19 3.46 -3.23
29 C 2.33 2.35 -3.39
30 I 0.05 2.30 -1.50
31 H 4.06 0.97 -6.02
32 H 5.52 2.96 -5.66
33 H 4.94 4.56 -3.84
34 H 2.97 4.18 -2.44
35 O -2.72 4.13 1.42

Its total charge is -2. The value obtained for the gap between HOMO and LUMO is 4.980 eV. Its HOMO energy is -0.7 eV. The energy relative to the best compared isomer or geometry (same formula, charge and spin) is 27.3 kcal per mole.

Löwdin population analysis, charges in e, atoms 1 to 6: 0.582 -0.110 -0.097 -0.301 -0.052 -0.060

=====

(5)
The following is a quantum chemistry calculation of C6H12N2O3 as an isolated structure, from OMol25.

CARTESIAN COORDINATES (ANGSTROEM)
1 C 1.70 -0.82 0.27
2 C 1.12 0.51 -0.18
3 C 0.96 -2.00 -0.37
4 C -0.32 0.71 0.22
5 C -1.17 -0.92 -0.52
6 C -1.92 2.46 0.34
7 N -0.42 -1.96 0.04
8 N -2.52 -0.91 -0.09
9 O -2.82 -1.56 0.89
10 O -3.32 -0.21 -0.71
11 O -0.85 1.82 -0.33
12 H 2.75 -0.86 0.00
13 H 1.61 -0.91 1.35
14 H 1.70 1.33 0.26
15 H 1.18 0.61 -1.27
16 H 1.07 -1.95 -1.47
17 H 1.40 -2.94 -0.03
18 H -0.53 0.56 1.28
19 H -1.10 -0.71 -1.60
20 H -1.98 3.46 -0.10
21 H -1.72 2.54 1.41
22 H -2.86 1.93 0.18
23 H -0.90 -2.85 0.03

The value obtained for the gap between HOMO and LUMO is 8.788 eV. Its HOMO energy is -8.5 eV. The energy relative to the best compared isomer or geometry (same formula, charge and spin) is 123.6 kcal per mole.

Löwdin population analysis, charges in e, atoms 1 to 6: -0.183 -0.154 -0.218 -0.205 -0.155 -0.059

=====

(6)
The following is a quantum chemistry calculation of an isolated ion of composition C4H8NO and charge +1, from OMol25.

CARTESIAN COORDINATES (ANGSTROEM)
1 C 2.48 -0.13 -0.80
2 C -0.42 -0.43 1.47
3 C 0.43 -0.38 0.20
4 C -1.85 0.75 -0.36
5 N -0.63 0.55 0.47
6 O 1.65 0.24 0.06
7 H 3.42 0.45 -0.94
8 H 2.07 -0.80 -1.53
9 H -1.02 -1.31 1.46
10 H 0.16 -0.22 2.39
11 H 0.21 -1.07 -0.73
12 H -2.61 0.00 0.02
13 H -2.26 1.76 -0.32
14 H -1.62 0.59 -1.39

Its total charge is +1. The value obtained for the gap between HOMO and LUMO is 7.328 eV. Its HOMO energy is -13.9 eV. The energy relative to the best compared isomer or geometry (same formula, charge and spin) is 91.9 kcal per mole.

Löwdin population analysis, charges in e, atoms 1 to 6: 0.256 -0.009 -0.273 -0.014 -0.097 0.116

=====

(7)
The following is a quantum chemistry calculation of an isolated molecule of C2H2O2S2, from OMol25.

CARTESIAN COORDINATES (ANGSTROEM)
1 O 0.21 2.14 0.23
2 C 0.55 0.92 -0.12
3 O 1.82 0.59 -0.28
4 C -0.46 -0.47 -0.08
5 S 0.41 -1.80 0.05
6 S -2.03 0.19 -0.14
7 H 2.03 -0.45 0.04
8 H -2.54 -1.12 0.31

The value obtained for the gap between HOMO and LUMO is 8.273 eV. Its SMILES is O=C(O)C(=S)S. Its HOMO energy is -9.6 eV. The energy relative to the best compared isomer or geometry (same formula, charge and spin) is 41.8 kcal per mole.

Löwdin population analysis, charges in e, atoms 1 to 6: -0.017 -0.512 -0.035 -1.145 0.771 0.846

=====

(8)
The following is a quantum chemistry calculation of an isolated ion of composition C19H19N2 and charge +1, from OMol25.

CARTESIAN COORDINATES (ANGSTROEM)
1 C 2.78 3.02 -1.20
2 C 2.41 1.56 -1.19
3 C 3.12 0.75 -2.08
4 C 2.88 -0.61 -2.18
5 C 1.93 -1.14 -1.32
6 N 1.42 -2.43 -1.25
7 C 0.41 -2.45 -0.35
8 N 0.25 -1.23 0.16
9 C -0.83 -0.82 1.04
10 C -1.67 0.17 0.26
11 C -2.37 -0.31 -0.84
12 C -3.19 0.55 -1.57
13 C -3.30 1.90 -1.21
14 C -2.63 2.37 -0.08
15 C -1.80 1.51 0.66
16 C -1.52 -2.10 1.43
17 C -1.07 -2.55 2.62
18 C -0.19 -1.54 3.31
19 C -0.21 -0.31 2.36
20 C 1.20 -0.36 -0.44
21 C 1.41 1.01 -0.36
22 H 3.59 3.13 -1.94
23 H 1.95 3.66 -1.52
24 H 3.17 3.37 -0.24
25 H 3.88 1.21 -2.70
26 H 3.39 -1.24 -2.90
27 H 1.71 -3.23 -1.79
28 H -0.13 -3.34 -0.04
29 H -2.30 -1.36 -1.10
30 H -3.74 0.16 -2.43
31 H -3.93 2.59 -1.79
32 H -2.74 3.40 0.27
33 H -1.27 1.87 1.54
34 H -2.21 -2.61 0.75
35 H -1.29 -3.53 3.07
36 H 0.84 -1.91 3.44
37 H -0.61 -1.27 4.30
38 H -0.91 0.42 2.79
39 H 0.79 0.12 2.21
40 H 0.80 1.59 0.32

Its total charge is +1. The value obtained for the gap between HOMO and LUMO is 9.128 eV. Its SMILES is Cc1ccc2[nH]c[n+]([C@@]3(c4ccccc4)C=CCC3)c2c1. Its HOMO energy is -12.3 eV. The energy relative to the best compared isomer or geometry (same formula, charge and spin) is 0.0 kcal per mole.

Löwdin population analysis, charges in e, atoms 1 to 6: -0.038 -0.234 -0.020 0.025 -0.172 0.175